DFT (wB97M-V/def2-TZVPD) results for a 3-piece molecular cluster, C17H19N3O4S overall at a distorted geometry.

Each line ends with the Löwdin charge.
Cartesian coordinates (Å):
N 4.365 1.776 3.222  0.162
C 4.354 2.910 2.781  -0.196
O 3.931 4.055 2.050  0.012
C 2.897 4.774 2.776  -0.234
O 2.747 6.199 2.584  0.093
C 1.393 6.469 2.961  -0.366
O 0.699 7.502 2.872  0.133
O 0.767 5.287 3.478  0.019
C 1.399 4.139 2.812  -0.195
C 0.768 3.632 1.428  -0.114
C -0.640 2.860 1.560  -0.251
C -1.393 3.055 2.964  -0.556
S -3.054 2.157 2.940  0.612
H 3.212 4.698 3.875  0.175
H 1.475 3.197 3.461  0.165
H 0.705 4.548 0.719  0.136
H 1.502 2.898 0.911  0.134
H -1.343 3.291 0.745  0.121
H -0.474 1.745 1.313  0.093
H -1.586 4.191 3.099  0.085
H -0.784 2.725 3.884  0.082
H -3.323 1.889 4.297  -0.130
C -2.292 -2.746 -0.880  -0.076
C -0.908 -2.651 -0.906  -0.076
C -0.328 -1.440 -0.566  -0.149
N -1.027 -0.348 -0.215  0.048
C -2.365 -0.467 -0.199  -0.156
C -3.040 -1.634 -0.519  -0.073
H -2.783 -3.678 -1.139  0.105
H -0.295 -3.498 -1.184  0.075
H 0.751 -1.317 -0.569  0.101
H -2.905 0.431 0.086  0.086
H -4.122 -1.673 -0.487  0.101
C 0.737 -6.679 -5.241  -0.081
C -0.191 -5.811 -5.798  -0.075
C -0.846 -4.925 -4.958  -0.148
N -0.637 -4.858 -3.632  0.057
C 0.265 -5.711 -3.120  -0.156
C 0.974 -6.630 -3.875  -0.074
H 1.271 -7.386 -5.867  0.106
H -0.401 -5.822 -6.860  0.102
H -1.578 -4.224 -5.346  0.103
H 0.413 -5.637 -2.047  0.095
H 1.692 -7.293 -3.408  0.102

Computed properties:
SMILES	N#CO[C@H]1OC(=O)O[C@H]1CCCS.c1ccncc1.c1ccncc1
orbital gap	8.852	eV
highest occupied orbital energy	-0.3331	Eh
relative energy (zero: lowest compared OMol25 entry of this formula, charge and spin)	631.3	kJ/mol
net charge	0
lowest unoccupied orbital energy	-0.2	eV


DFT (wB97M-V/def2-TZVPD) results for C33H14BrCl5F7PTi as an isolated structure.

Each line ends with the Löwdin charge.
Cartesian coordinates (Å):
Ti 0.378 1.832 0.938  0.701
Cl -0.736 2.499 3.114  0.786
C 0.840 1.867 3.569  -0.640
C 1.546 1.350 2.487  -0.318
C 2.845 0.885 2.729  -0.674
Cl 3.721 0.168 1.442  0.765
C 3.394 0.959 4.008  -0.688
Cl 4.981 0.410 4.290  0.773
C 2.627 1.473 5.068  -0.663
Cl 3.279 1.540 6.632  0.802
C 1.315 1.936 4.856  -0.694
Cl 0.362 2.553 6.131  0.771
F -6.630 2.925 0.651  0.200
C -5.473 2.315 0.664  -0.113
C -5.398 0.953 0.921  -0.115
F -6.491 0.263 1.143  0.190
C -4.161 0.326 0.924  -0.203
F -4.120 -0.989 1.103  0.136
C -2.972 1.020 0.711  -0.286
P -1.384 0.093 0.738  1.053
C -1.505 -0.962 -0.726  -0.343
C -1.839 -2.309 -0.618  -0.066
C -2.030 -3.051 -1.774  -0.037
C -1.897 -2.452 -3.018  -0.037
C -1.563 -1.106 -3.121  -0.058
C -1.357 -0.357 -1.976  -0.100
C -1.278 -0.902 2.239  -0.382
C -0.231 -1.832 2.249  -0.099
C -0.052 -2.645 3.354  -0.041
C -0.892 -2.513 4.453  -0.032
C -1.898 -1.557 4.459  -0.038
C -2.096 -0.745 3.354  -0.086
C -3.085 2.378 0.404  -0.512
Br -1.586 3.437 -0.153  0.959
C -4.309 3.022 0.385  -0.244
F -4.379 4.307 0.082  0.122
H -1.957 -2.770 0.354  0.113
H -2.288 -4.098 -1.700  0.122
H -2.059 -3.030 -3.918  0.122
H -1.463 -0.639 -4.092  0.120
H -1.090 0.691 -2.048  0.092
H 0.424 -1.912 1.387  0.118
H 0.738 -3.384 3.360  0.122
H -0.759 -3.157 5.312  0.123
H -2.536 -1.443 5.326  0.123
H -2.880 0.001 3.373  0.109
F 5.606 -1.526 -6.022  0.168
C 4.726 -0.572 -6.362  -0.592
F 3.876 -1.097 -7.255  0.161
F 5.394 0.422 -6.952  0.165
C 3.981 -0.098 -5.137  -0.073
C 3.010 -0.936 -4.595  0.024
C 2.328 -0.548 -3.463  0.012
C 2.630 0.687 -2.866  -0.226
C 3.611 1.524 -3.417  0.022
C 4.280 1.127 -4.558  0.031
C 1.939 1.080 -1.704  -0.024
C 1.343 1.412 -0.679  -0.140
H 2.794 -1.883 -5.072  0.138
H 1.563 -1.181 -3.033  0.118
H 3.832 2.472 -2.946  0.131
H 5.026 1.768 -5.007  0.136

Computed properties:
orbital gap	6.449	eV
highest occupied orbital energy	-0.5366	Eh
relative energy (zero: lowest compared OMol25 entry of this formula, charge and spin)	8.7	kJ/mol
net charge	+2
lowest unoccupied orbital energy	-8.2	eV


DFT (wB97M-V/def2-TZVPD) results for C27H25F5GaN7O2S as an isolated structure at a distorted geometry.

Each line ends with the Löwdin charge.
Cartesian coordinates (Å):
Ga 0.542 0.233 -1.315  0.372
N 4.341 0.402 -3.456  0.064
C 3.188 0.280 -2.730  -0.828
S 1.688 0.558 -3.472  0.780
N 3.355 -0.222 -1.468  -0.003
N 2.228 -0.728 -0.930  -0.126
C 2.242 -1.789 -0.129  -0.056
C 1.431 -2.896 -0.381  -0.138
C 1.792 -4.139 0.185  -0.050
C 0.997 -5.234 -0.015  -0.124
C -0.180 -5.142 -0.755  -0.097
C -0.570 -3.947 -1.333  -0.014
C 0.202 -2.758 -1.187  -0.310
O -0.194 -1.677 -1.774  -0.101
H 4.370 1.007 -4.262  0.082
H 5.194 0.285 -2.961  0.079
H 3.159 -1.869 0.503  0.135
H 2.709 -4.162 0.708  0.096
H 1.261 -6.203 0.431  0.102
H -0.811 -6.042 -0.803  0.107
H -1.532 -3.878 -1.884  0.122
C -0.451 0.223 3.335  -0.032
N -1.585 -0.480 2.771  -0.090
C -2.634 -0.916 3.683  -0.171
C -3.432 -2.089 3.177  -0.162
C -3.911 -1.794 1.785  -0.158
N -2.804 -1.289 0.932  -0.055
C -3.135 -1.190 -0.495  -0.011
C -1.690 -0.650 1.407  -0.395
O -0.750 -0.281 0.643  -0.021
H 0.219 0.565 2.511  0.092
H 0.082 -0.455 3.997  0.086
H -0.801 1.083 3.940  0.098
H -3.265 -0.043 3.891  0.129
H -2.151 -1.131 4.640  0.121
H -4.283 -2.324 3.849  0.127
H -2.778 -2.999 3.196  0.136
H -4.756 -1.063 1.755  0.137
H -4.320 -2.661 1.261  0.116
H -3.824 -2.008 -0.690  0.086
H -2.215 -1.306 -1.122  0.080
H -3.600 -0.236 -0.771  0.091
F -1.277 2.619 0.032  0.073
C -1.746 2.157 -1.151  -0.236
C -1.082 1.218 -1.935  -0.094
C -1.616 0.887 -3.172  -0.259
F -1.038 0.025 -4.010  0.051
C -2.695 1.563 -3.708  -0.130
F -3.031 1.560 -5.022  0.105
C -3.449 2.345 -2.877  -0.150
F -4.563 2.921 -3.300  0.131
C -3.018 2.595 -1.543  -0.139
F -3.922 3.200 -0.773  0.108
N 1.939 4.307 -0.579  0.139
C 1.318 3.251 -1.186  -0.115
N 1.519 2.121 -0.532  0.082
C 2.464 2.354 0.469  -0.187
C 3.188 1.569 1.297  -0.023
C 4.099 2.210 2.127  -0.083
C 4.293 3.574 2.134  -0.091
C 3.589 4.408 1.273  -0.026
C 2.713 3.779 0.447  -0.184
H 1.841 5.296 -0.834  0.177
H 0.579 3.399 -1.942  0.132
H 3.088 0.473 1.300  0.107
H 4.645 1.610 2.854  0.108
H 5.069 4.050 2.700  0.100
H 3.768 5.477 1.265  0.115

Computed properties:
orbital gap (alpha / beta)	6.865 / 6.862	eV
highest occupied orbital energy (alpha / beta)	-0.2498 / -0.2497	Eh
relative energy (zero: lowest compared OMol25 entry of this formula, charge and spin)	15.7	kJ/mol
net charge	0
lowest unoccupied orbital energy (alpha / beta)	0.1 / 0.1	eV


DFT (wB97M-V/def2-TZVPD) results for C4H5N2 as an isolated structure at a distorted geometry.

Each line ends with the Löwdin charge.
Cartesian coordinates (Å):
C -0.429 -0.261 -0.741  -0.133
C -0.540 1.141 -0.076  -0.053
C 0.914 -0.272 -0.301  -0.054
C -0.503 -1.677 0.257  0.110
N -1.236 -1.517 -0.690  0.229
N 0.833 0.915 0.347  0.064
H -0.722 1.961 -0.859  0.172
H -1.253 1.245 0.740  0.137
H 1.767 -1.031 -0.560  0.207
H -0.324 -2.118 1.173  0.138
H 1.494 1.614 0.710  0.183

Computed properties:
orbital gap	10.272	eV
highest occupied orbital energy	-0.5443	Eh
relative energy (zero: lowest compared OMol25 entry of this formula, charge and spin)	345.3	kJ/mol
net charge	+1
lowest unoccupied orbital energy	-4.5	eV


DFT (wB97M-V/def2-TZVPD) results for C28H30ClF3InN5O9SSe as an isolated structure.

Each line ends with the Löwdin charge.
Cartesian coordinates (Å):
In 0.149 0.057 0.298  0.719
O 1.389 -3.433 2.170  0.136
C 0.817 -2.730 1.376  -0.413
N 0.122 -1.566 1.651  0.056
C -0.553 -1.432 2.829  -0.420
O -0.716 -2.274 3.684  0.116
C -1.241 -0.088 2.977  -0.169
C -1.978 0.184 4.115  0.031
C -2.573 1.427 4.231  -0.024
C -2.415 2.353 3.210  -0.021
C -1.670 2.001 2.101  -0.084
N -1.111 0.798 1.992  0.036
C 0.756 -3.121 -0.088  -0.184
C 1.270 -4.347 -0.479  0.017
C 1.120 -4.730 -1.802  -0.041
C 0.458 -3.882 -2.674  -0.037
C -0.010 -2.667 -2.199  -0.137
N 0.143 -2.287 -0.931  0.030
H -2.051 -0.578 4.876  0.128
H -3.152 1.677 5.110  0.115
H -2.857 3.338 3.267  0.112
H -1.516 2.681 1.275  0.117
H 1.753 -4.968 0.260  0.123
H 1.504 -5.682 -2.145  0.111
H 0.305 -4.148 -3.711  0.109
H -0.523 -1.969 -2.846  0.097
O -3.442 1.188 -1.748  -0.258
Cl -2.201 0.587 -1.453  0.692
O -1.576 0.048 -2.614  -0.325
O -1.270 1.601 -0.858  -0.426
O -2.301 -0.431 -0.415  -0.339
C 7.317 -1.496 -0.452  -0.106
C 6.450 -1.408 -1.702  -0.254
C 5.790 -0.044 -1.890  -0.183
C 4.917 0.331 -0.701  -0.162
N 4.162 1.555 -0.952  0.011
C 2.875 1.639 -1.322  -0.567
Se 1.802 0.144 -1.717  0.914
N 2.535 2.928 -1.457  0.007
C 1.220 3.444 -1.838  -0.119
C 0.889 3.301 -3.318  -0.180
C 1.874 3.953 -4.291  -0.238
C 3.131 3.132 -4.574  -0.093
C 3.637 3.711 -1.152  -0.156
C 3.817 5.091 -1.114  0.006
C 5.071 5.544 -0.762  -0.067
C 6.118 4.661 -0.459  -0.065
C 5.943 3.293 -0.496  0.002
C 4.677 2.837 -0.850  -0.155
H 7.888 -2.424 -0.434  0.072
H 6.722 -1.465 0.461  0.072
H 8.032 -0.670 -0.411  0.076
H 5.673 -2.177 -1.668  0.111
H 7.055 -1.625 -2.584  0.107
H 5.161 -0.055 -2.784  0.115
H 6.557 0.719 -2.056  0.113
H 5.479 0.491 0.217  0.123
H 4.186 -0.449 -0.495  0.091
H 1.227 4.494 -1.545  0.128
H 0.475 2.941 -1.225  0.086
H -0.102 3.746 -3.436  0.123
H 0.771 2.244 -3.563  0.086
H 2.148 4.951 -3.932  0.104
H 1.352 4.115 -5.237  0.106
H 3.835 3.134 -3.742  0.056
H 3.664 3.521 -5.442  0.073
H 2.870 2.093 -4.787  0.077
H 3.018 5.780 -1.345  0.113
H 5.252 6.608 -0.715  0.107
H 7.083 5.064 -0.184  0.108
H 6.744 2.611 -0.252  0.119
F 3.653 2.728 3.952  0.149
C 3.500 2.604 2.637  -0.630
F 4.675 2.229 2.109  0.124
F 3.182 3.800 2.128  0.134
S 2.177 1.340 2.262  0.506
O 2.882 0.164 1.806  -0.293
O 1.427 1.226 3.476  -0.245
O 1.403 1.947 1.141  -0.375

Computed properties:
orbital gap	8.881	eV
highest occupied orbital energy	-0.3359	Eh
relative energy (zero: lowest compared OMol25 entry of this formula, charge and spin)	83.6	kJ/mol
net charge	0
lowest unoccupied orbital energy	-0.3	eV